*i*
Computed, not measured: 6 unconnected molecules or ions with the total composition H12O6, with ωB97M-V/def2-TZVPD.

* highest occupied orbital energy: -10.88 eV
* structure (SMILES): O.O.O.O.O.O
* net charge: 0

Element x y z (Å)
O 0.86 -2.29 -2.40
H 0.69 -1.96 -1.57
H 1.84 -2.31 -2.46
O -0.07 1.85 -2.21
H 0.39 1.08 -2.48
H 0.28 2.50 -2.78
O 1.13 -1.11 0.05
H 1.99 -0.77 -0.14
H 1.11 -1.31 0.97
O -0.50 2.28 2.53
H -0.62 1.92 1.63
H -0.69 3.20 2.51
O -0.87 0.50 0.31
H -0.11 -0.08 0.15
H -1.02 1.06 -0.41
O -1.33 -1.84 2.03
H -1.57 -1.51 2.89
H -1.48 -1.20 1.37

These are the Mulliken partial charges, in e, on atoms 1 to 6: number 1, O, carries -0.65; number 2, H, carries 0.41; number 3, H, carries 0.28; number 4, O, carries -0.60; number 5, H, carries 0.29; number 6, H, carries 0.29

=====

*ii*
Computed, not measured: 6 unconnected molecules or ions with the total composition H12O6, with ωB97M-V/def2-TZVPD.

* highest occupied orbital energy: -10.41 eV
* structure (SMILES): O.O.O.O.O.O
* net charge: 0

Element x y z (Å)
O -0.16 -0.35 0.10
H 0.47 -0.19 0.82
H -0.28 0.51 -0.33
O 1.07 0.63 -3.01
H 0.70 0.86 -3.87
H 0.75 1.31 -2.41
O -3.39 -0.61 -1.21
H -3.75 -0.25 -0.39
H -2.49 -0.86 -0.98
O 0.39 -2.84 1.26
H 0.11 -2.04 0.77
H 0.91 -2.49 1.99
O 0.04 2.57 -1.16
H -0.66 3.09 -1.58
H 0.33 3.11 -0.42
O 1.66 -0.95 3.29
H 1.87 -0.04 3.53
H 2.41 -1.47 3.60

These are the Mulliken partial charges, in e, on atoms 1 to 6: number 1, O, carries -0.68; number 2, H, carries 0.27; number 3, H, carries 0.32; number 4, O, carries -0.63; number 5, H, carries 0.30; number 6, H, carries 0.38

=====

*iii*
Computed, not measured: 6 unconnected molecules or ions with the total composition H12O6, with ωB97M-V/def2-TZVPD.

* highest occupied orbital energy: -11.07 eV
* structure (SMILES): O.O.O.O.O.O
* net charge: 0

Element x y z (Å)
O 2.32 -0.05 1.84
H 3.00 0.33 1.28
H 1.58 0.58 1.81
O -0.22 -0.41 -0.86
H 0.42 -0.58 -1.57
H 0.31 -0.10 -0.12
O -2.51 1.37 0.74
H -2.57 0.77 1.48
H -2.21 0.81 0.01
O 0.54 2.08 1.55
H 0.84 2.41 0.70
H 0.09 2.82 1.97
O 1.64 -1.56 -3.31
H 2.19 -0.78 -3.43
H 0.80 -1.34 -3.73
O -2.44 -2.05 0.43
H -2.11 -2.80 0.93
H -1.66 -1.50 0.27

These are the Mulliken partial charges, in e, on atoms 1 to 6: number 1, O, carries -0.63; number 2, H, carries 0.30; number 3, H, carries 0.36; number 4, O, carries -0.64; number 5, H, carries 0.30; number 6, H, carries 0.34

=====

*iv*
Computed, not measured: 6 unconnected molecules or ions with the total composition H12O6, with ωB97M-V/def2-TZVPD.

* highest occupied orbital energy: -10.38 eV
* structure (SMILES): O.O.O.O.O.O
* net charge: 0

Element x y z (Å)
O -0.49 0.88 0.16
H 0.19 1.40 0.61
H -1.31 1.33 0.39
O 3.38 2.66 0.99
H 2.75 2.20 1.56
H 2.94 3.48 0.76
O 0.79 -2.73 -0.51
H 0.24 -1.94 -0.57
H 0.89 -3.03 -1.42
O -3.82 1.92 -1.28
H -4.68 1.74 -0.88
H -3.86 1.47 -2.13
O -2.11 -1.87 2.15
H -2.40 -0.97 2.30
H -1.31 -1.78 1.62
O 2.36 -1.10 -1.37
H 2.71 -0.21 -1.50
H 2.94 -1.66 -1.90

These are the Mulliken partial charges, in e, on atoms 1 to 6: number 1, O, carries -0.60; number 2, H, carries 0.30; number 3, H, carries 0.31; number 4, O, carries -0.63; number 5, H, carries 0.31; number 6, H, carries 0.32

=====

Most favorable structure: *iii*. The second most favorable one is 1.3 kcal/mol above it.